# C10H24Cl8O6S2

A 6-piece molecular cluster, C10H24Cl8O6S2 overall (wB97M-V/def2-TZVPD, OMol25).

Gap between HOMO and LUMO (eV): 10.816
HOMO level (eV): -10.50

Each line ends with the natural charge from an NBO analysis.
Positions of all 50 atoms, in Å:
C1 2.55859 -0.39170 -3.34247  -0.619
C2 2.43756 0.14109 -1.85273  -0.069
O1 2.58309 -0.99223 -1.00906  -0.743
S1 2.57614 -0.86156 0.62013  2.412
C3 2.74176 -2.54055 0.89681  -0.954
O2 3.68069 -0.10069 1.01036  -0.921
O3 1.26408 -0.41382 1.01583  -0.954
H1 3.60271 -0.60357 -3.56917  0.207
H2 2.24096 0.42124 -4.01962  0.231
H3 2.02806 -1.32120 -3.45273  0.205
H4 3.15608 0.89949 -1.60412  0.194
H5 1.42311 0.54384 -1.77458  0.189
H6 1.85953 -3.08870 0.59705  0.268
H7 3.08789 -2.86379 1.91207  0.276
H8 3.50073 -3.04070 0.22383  0.273
C4 -0.29015 -3.04962 -3.30422  -0.636
C5 -1.02538 -1.73300 -3.64604  -0.064
O4 -1.11172 -0.89417 -2.38365  -0.739
S2 -1.29588 0.65224 -2.60266  2.374
C6 -2.93307 0.79425 -3.06703  -0.930
O5 -1.17892 1.15651 -1.24106  -0.923
O6 -0.42240 1.00768 -3.73923  -0.931
H9 -0.81898 -3.72259 -2.66436  0.227
H10 0.58566 -2.71060 -2.69915  0.224
H11 0.13199 -3.48908 -4.22635  0.225
H12 -0.46174 -1.22514 -4.33623  0.206
H13 -2.00958 -1.90163 -4.05085  0.183
H14 -3.07653 0.26155 -4.00718  0.249
H15 -3.17543 1.84682 -3.21339  0.268
H16 -3.62230 0.33059 -2.34220  0.275
Cl1 -3.44807 1.71950 4.39813  -0.069
C7 -3.54075 3.34805 5.31035  -0.356
Cl2 -5.19489 3.93769 5.51689  -0.007
H17 -3.04688 3.25597 6.21479  0.206
H18 -2.94741 4.10668 4.70725  0.226
Cl3 -0.05055 -1.01003 4.60436  -0.038
C8 1.05343 0.28754 5.04907  -0.353
Cl4 2.52452 -0.43588 5.81158  -0.045
H19 1.22559 0.77853 4.13446  0.225
H20 0.53970 0.82364 5.78106  0.215
Cl5 -2.05648 -2.98093 0.20203  -0.048
C9 -1.77193 -1.31473 0.78062  -0.397
Cl6 -3.24805 -0.30247 1.04116  -0.065
H21 -1.15916 -1.30242 1.71854  0.244
H22 -1.28639 -0.71252 -0.02585  0.261
Cl7 2.40010 2.77588 0.97842  -0.032
C10 0.73609 3.27035 1.33622  -0.403
Cl8 0.67118 4.96666 1.79756  -0.023
H23 0.10560 3.12031 0.43061  0.240
H24 0.45780 2.55716 2.08476  0.218


# C10H24ClI2N2P2SV

C10H24ClI2N2P2SV as an isolated structure (wB97M-V/def2-TZVPD, OMol25).

<S²>: 2.081
Charge: +2
Gap between HOMO and LUMO (alpha / beta) (eV): 6.605 / 4.970
2S+1: 3
HOMO level (alpha / beta) (eV): -15.13 / -14.91

Each line ends with the Löwdin spin population.
Positions of all 43 atoms, in Å:
I1 1.58826 1.02433 1.62375  -0.057
I2 -2.47686 -0.61964 -1.00898  0.116
V1 0.18720 -0.24291 -0.36093  1.266
P1 0.27776 1.80580 -1.61738  -0.015
C1 -0.56496 3.33189 -1.09751  0.002
C2 1.99666 2.33401 -1.87135  0.000
H1 2.00842 3.03006 -2.71925  -0.001
H2 0.03408 2.34522 -3.93641  -0.001
H3 2.60788 1.45330 -2.09637  0.000
H4 0.13011 0.56936 -3.67225  0.000
H5 -0.15029 3.65805 -0.13797  0.000
H6 2.37766 2.81883 -0.96675  0.000
C3 -0.30503 1.50889 -3.31145  0.000
H7 -0.41351 4.11672 -1.85434  -0.001
H8 -1.39693 1.42747 -3.32390  0.000
H9 -1.63412 3.13124 -0.97028  0.002
P2 0.00451 -2.08965 1.27374  -0.023
C4 -0.93281 -1.96612 2.82893  0.005
C5 -0.67143 -3.56397 0.45389  0.001
H10 2.31443 -2.67191 0.95059  0.000
H11 1.52877 -3.66803 2.22513  -0.001
H12 2.04591 -1.97621 2.57255  0.000
C6 1.64314 -2.65659 1.81567  -0.001
H13 -0.17475 -3.67942 -0.51616  0.000
H14 -0.46598 -4.43437 1.09019  0.000
H15 -0.87799 -2.92015 3.37475  -0.001
H16 -1.97458 -1.72071 2.59967  0.004
H17 -1.74741 -3.44279 0.29191  0.002
H18 -0.50735 -1.16247 3.43791  0.001
Cl1 1.58273 -1.31340 -1.61018  -0.070
C7 -3.94531 2.91109 2.44397  0.004
N1 -2.58448 2.98363 2.94108  0.050
C8 -2.12595 3.86010 3.92427  0.079
C9 -0.80150 3.59892 4.08448  0.080
N2 -0.51063 2.59310 3.22750  0.048
C10 -1.55802 2.21408 2.48168  0.019
S1 -1.65921 0.99325 1.29741  0.477
H19 -4.00592 3.09723 1.36189  0.002
H20 -4.39842 1.91761 2.58172  0.003
H21 -4.60070 3.62584 2.93149  0.000
H22 -2.75166 4.57045 4.44762  0.003
H23 -0.08160 4.02306 4.74619  0.003
H24 0.39509 2.18649 3.09218  -0.001


# C10H24F3NaO8

C10H24F3NaO8 as an isolated structure (wB97M-V/def2-TZVPD, OMol25).

Gap between HOMO and LUMO (eV): 7.212
HOMO level (eV): -7.32

Each line ends with the natural charge from an NBO analysis.
Positions of all 46 atoms, in Å:
Na1 0.05353 -1.02899 0.49316  0.925
C1 -0.42136 1.15886 -2.16762  0.304
O1 0.17830 2.46089 -2.26770  -0.544
O2 0.56363 0.29662 -1.77699  -0.950
C2 -1.76594 1.09266 -1.36972  0.918
F1 -2.47355 -0.00653 -1.70429  -0.335
F2 -1.61326 1.10659 -0.02524  -0.352
F3 -2.55760 2.15286 -1.64150  -0.339
C3 -0.32697 3.27378 -3.30421  -0.080
C4 0.81816 4.20388 -3.70759  -0.619
H1 1.68831 3.68884 -4.13279  0.200
H2 0.54831 4.75057 -4.61821  0.197
H3 1.23276 4.85480 -2.94096  0.207
H4 -1.10673 4.02472 -3.11874  0.160
H5 -0.70737 2.82502 -4.22676  0.167
H6 -0.66131 0.96765 -3.22259  0.106
C5 -1.75073 0.24138 4.81418  -0.092
C6 -1.47663 -0.77376 3.69351  -0.088
O3 -1.19294 0.01044 2.54687  -0.742
O4 -2.99850 0.90184 4.66595  -0.727
H7 -0.93946 0.97286 4.76890  0.176
H8 -1.74360 -0.26769 5.78405  0.163
H9 -2.24821 -1.53923 3.56238  0.171
H10 -0.62012 -1.37430 4.01115  0.177
H11 -1.83768 0.72355 2.48420  0.496
H12 -3.26879 1.09866 5.56511  0.477
C7 -1.44363 -3.89815 -0.13152  -0.098
C8 -0.36025 -3.93182 -1.26715  -0.074
O5 0.65527 -2.96088 -1.06957  -0.756
O6 -1.99658 -2.61733 -0.30253  -0.726
H13 -0.92743 -3.96090 0.83666  0.159
H14 -2.10598 -4.76352 -0.09177  0.191
H15 -0.82210 -3.73782 -2.23700  0.180
H16 0.06159 -4.94194 -1.32642  0.156
H17 1.21807 -2.83493 -1.83614  0.502
H18 -2.94634 -2.74703 -0.39099  0.487
C9 3.63296 -0.36332 0.17889  -0.085
C10 2.98700 0.60377 1.23172  -0.079
O7 1.59555 0.67578 0.93048  -0.771
O8 4.93556 -0.76372 0.67266  -0.730
H19 3.78238 0.08278 -0.80543  0.178
H20 3.04851 -1.28446 0.10595  0.153
H21 3.48824 1.56842 1.20181  0.182
H22 2.98565 0.03627 2.16121  0.178
H23 1.52585 1.17706 0.09666  0.514
H24 5.31341 -1.15422 -0.12207  0.463


# C10H24F6N2O10S2V

C10H24F6N2O10S2V as an isolated structure (wB97M-V/def2-TZVPD, OMol25).

Charge: +1
Gap between HOMO and LUMO (eV): 6.020
HOMO level (eV): -10.86

Each line ends with the Löwdin charge.
Positions of all 55 atoms, in Å:
O1 -1.57634 -0.91468 -1.67827  -0.283
V1 -2.47166 -0.44484 -0.47583  1.141
O2 -1.49522 -0.18696 0.77835  -0.346
C1 1.38987 -2.09140 -0.06168  -0.028
C2 2.74890 -2.88144 0.05881  -0.225
C3 2.91669 -3.93091 -1.07613  -0.150
O3 4.23338 -4.53186 -1.09774  -0.205
C4 4.91817 -4.59790 -2.34548  -0.084
N1 3.98843 -1.91426 0.08623  0.242
H1 3.86269 -1.21058 0.79976  0.142
H2 4.82215 -2.44843 0.28541  0.158
H3 4.11970 -1.44147 -0.79657  0.162
H4 1.12746 -1.61937 -1.00848  0.079
H5 1.31032 -1.27460 0.65567  0.064
H6 0.58862 -2.82544 0.02366  0.100
H7 2.78831 -3.41360 1.00926  0.152
H8 2.76610 -3.42329 -2.02889  0.130
H9 2.19645 -4.74462 -0.99106  0.148
H10 5.11403 -3.65779 -2.86118  0.083
H11 4.24426 -5.14502 -3.00472  0.096
H12 5.86218 -5.12605 -2.21132  0.100
C5 -0.22155 4.21777 1.90236  -0.032
C6 0.60766 3.16395 2.56164  -0.271
C7 1.01335 2.15931 1.45936  -0.145
O4 2.00680 2.65944 0.51792  -0.190
C8 2.47832 1.74939 -0.39620  -0.110
N2 1.88079 3.80471 3.06111  0.237
H13 2.01081 4.72545 2.66685  0.167
H14 2.00996 3.97337 4.04852  0.175
H15 2.69417 3.25945 2.81373  0.158
H16 0.23345 4.64503 1.00876  0.110
H17 -0.61962 4.89195 2.66074  0.109
H18 -1.11602 3.69720 1.56027  0.086
H19 0.08195 2.78155 3.43657  0.170
H20 0.09276 1.80564 0.99510  0.114
H21 1.45307 1.24721 1.86287  0.118
H22 2.99688 1.01164 0.21611  0.067
H23 3.13971 2.35994 -1.01092  0.110
H24 1.72241 1.32614 -1.05769  0.104
C9 -4.30120 2.78684 2.28701  -0.584
F1 -3.60176 3.50531 1.40040  0.100
F2 -3.37503 2.31532 3.24843  0.033
F3 -5.14799 3.63642 2.88527  0.145
S1 -5.11662 1.30832 1.48170  0.546
O5 -5.95601 1.88243 0.45320  -0.275
O6 -4.08260 0.44734 0.91358  -0.406
O7 -5.84919 0.64373 2.61691  -0.311
C10 -4.37622 -1.79458 -4.21928  -0.629
F4 -3.66620 -0.82638 -4.75991  0.137
F5 -5.35253 -2.11009 -5.10644  0.119
F6 -3.55069 -2.83736 -3.96283  0.103
S2 -5.25646 -1.22988 -2.62675  0.524
O8 -4.26458 -0.47680 -1.81655  -0.411
O9 -6.33164 -0.42770 -3.11914  -0.258
O10 -5.69084 -2.47739 -2.04261  -0.288


# C10H24HgO10

C10H24HgO10 as an isolated structure (wB97M-V/def2-TZVPD, OMol25).

Gap between HOMO and LUMO (eV): 9.950
HOMO level (eV): -10.05

Each line ends with the natural charge from an NBO analysis.
Positions of all 45 atoms, in Å:
Hg1 7.60621 8.99138 9.13314  1.448
C1 9.56638 12.29483 7.36343  -0.738
C2 9.19041 10.88152 7.65796  0.804
O1 9.81440 9.90010 7.22740  -0.718
O2 8.16268 10.85287 8.45366  -0.808
H1 9.10847 13.03618 8.05348  0.241
H2 9.02903 12.64599 6.45794  0.244
H3 10.61846 12.35845 7.17188  0.241
C3 6.12415 5.55126 11.08646  -0.724
C4 6.37081 7.01421 10.83299  0.803
O3 5.88737 7.89509 11.50851  -0.665
O4 7.22880 7.10448 9.84065  -0.837
H4 5.11070 5.32283 11.50454  0.234
H5 6.86542 5.27362 11.78984  0.236
H6 6.27829 4.97946 10.16906  0.231
C5 9.01227 5.41056 7.04883  -0.075
C6 10.11897 6.46830 7.02198  -0.084
O5 9.86258 7.26087 5.89489  -0.778
O6 8.90389 4.71888 5.87041  -0.696
H7 8.06250 5.94826 7.37057  0.135
H8 9.25637 4.74012 7.87621  0.179
H9 11.12632 6.04136 7.10336  0.173
H10 10.00716 7.14740 7.95323  0.153
H11 9.99683 8.18685 6.28262  0.526
H12 8.69365 5.44176 5.16456  0.472
C7 7.19871 9.38460 5.14087  -0.094
C8 5.97831 9.62397 6.00109  -0.094
O7 5.88584 8.65739 6.99798  -0.752
O8 7.27759 8.07857 4.67718  -0.751
H13 8.13917 9.67152 5.64070  0.174
H14 7.06511 10.00086 4.23087  0.170
H15 5.20501 9.63322 5.20580  0.165
H16 6.00992 10.59918 6.48739  0.193
H17 6.08083 7.77612 6.63190  0.490
H18 7.96592 7.54187 5.12547  0.494
C9 4.75666 12.02000 11.91668  -0.098
C10 6.06580 11.54676 11.33478  -0.095
O9 5.88885 10.59254 10.27222  -0.775
O10 3.81627 10.95287 12.25752  -0.714
H19 4.23751 12.66019 11.18798  0.187
H20 4.88761 12.65314 12.75514  0.174
H21 6.79387 11.12476 12.03277  0.169
H22 6.58192 12.33749 10.81566  0.196
H23 5.62502 9.74247 10.59237  0.497
H24 4.18586 10.43401 12.95089  0.465